Entry from the Open Molecules 2025 dataset: a single C20H20N6O molecule in a non-equilibrium geometry (ωB97M-V/def2-TZVPD).

Energy relative to the best compared isomer or geometry (same formula, charge and spin) = 88.3 kcal per mole
Gap between HOMO and LUMO = 8.455 eV
HOMO energy = -8.14 eV

Atoms and positions in Å:
1 O 1.275 -1.172 -5.465
2 N 1.546 -0.302 -3.462
3 N 0.518 -0.048 4.364
4 N 0.726 -0.061 5.703
5 N -1.449 0.406 5.196
6 N -2.534 0.522 2.386
7 N -0.360 -0.079 1.708
8 C -0.793 0.229 4.098
9 C 3.627 -1.265 -1.233
10 C -4.501 0.762 0.747
11 C 1.912 -0.594 0.902
12 C -3.190 -0.869 0.176
13 C 4.146 -0.829 -0.009
14 C 2.247 -1.226 -1.469
15 C 1.234 1.155 -5.439
16 C -3.061 0.400 1.031
17 C 3.333 -0.469 1.032
18 C 1.721 -1.564 -2.828
19 C 1.048 2.310 -4.712
20 C 1.356 -0.159 -4.818
21 C -3.813 0.313 -0.524
22 C -1.209 0.202 2.700
23 C 1.390 -0.912 -0.395
24 C 0.999 -0.306 2.038
25 C 1.438 -0.258 3.328
26 C -2.607 1.221 -0.181
27 C -0.461 0.256 6.143
28 H -2.773 2.303 -0.212
29 H 1.177 1.133 -6.527
30 H 2.472 -0.433 3.598
31 H -3.189 0.570 3.162
32 H -0.665 0.374 7.200
33 H 4.265 -1.553 -2.062
34 H -1.621 0.974 -0.612
35 H 1.814 0.538 -2.924
36 H 5.252 -0.843 0.127
37 H 0.957 2.326 -3.619
38 H 0.311 -0.994 -0.575
39 H -5.315 0.117 1.186
40 H -3.827 -1.661 0.591
41 H -4.746 1.864 0.783
42 H 0.898 3.280 -5.199
43 H 2.455 -2.185 -3.331
44 H 3.789 -0.093 1.961
45 H -2.317 -1.324 -0.322
46 H 0.815 -2.213 -2.753
47 H -4.288 0.156 -1.491

Here are the Mulliken charges for atoms 1 to 4, given in e:
1. O -0.617
2. N -0.012
3. N 0.832
4. N -1.289

***

Entry from the Open Molecules 2025 dataset: a molecular structure, C12H13ClO2Re in a non-equilibrium geometry (ωB97M-V/def2-TZVPD).

Expectation value of S² = 3.780
Energy relative to the best compared isomer or geometry (same formula, charge and spin) = 0.0 kcal per mole
Gap between HOMO and LUMO (spin up / spin down) = 7.792 / 6.312 eV
HOMO energy (spin up / spin down) = -7.70 / -7.82 eV
2S+1 = 4

Atoms and positions in Å:
1 Re -0.404 -0.091 -0.093
2 Cl 1.290 1.014 0.925
3 O -1.345 1.299 -1.058
4 O -2.900 2.882 -0.762
5 C -2.330 1.891 -0.340
6 C 0.088 2.774 -4.316
7 C -1.142 2.126 -4.644
8 C -0.833 0.905 -5.321
9 C 0.832 -1.667 0.734
10 C -2.633 1.235 0.982
11 C -0.533 -1.834 1.130
12 C -0.434 -1.911 -1.188
13 C 0.893 -1.617 -0.700
14 C -1.322 -2.010 -0.060
15 C 1.160 1.952 -4.785
16 C 0.591 0.796 -5.406
17 H -3.509 1.730 1.408
18 H -0.887 -1.919 2.155
19 H 1.677 -1.639 1.405
20 H 0.190 3.730 -3.810
21 H -2.894 0.175 0.855
22 H 1.793 -1.495 -1.297
23 H -1.813 1.346 1.709
24 H 2.220 2.172 -4.697
25 H 1.143 -0.017 -5.870
26 H -0.702 -2.031 -2.227
27 H -1.551 0.193 -5.717
28 H -2.137 2.500 -4.426
29 H -2.373 -2.294 -0.083

Here are the Mulliken charges for atoms 1 to 4, given in e:
1. Re 1.207
2. Cl -0.481
3. O -0.810
4. O -0.590

***

Entry from the Open Molecules 2025 dataset: 2 unconnected molecules or ions with the total composition C2HO2S2 in a non-equilibrium geometry (ωB97M-V/def2-TZVPD).

Energy relative to the best compared isomer or geometry (same formula, charge and spin) = 43.1 kcal per mole
Gap between HOMO and LUMO = 6.000 eV
Net charge = -1
HOMO energy = -2.60 eV

Atoms and positions in Å:
1 S 0.923 0.953 -1.547
2 S -0.130 -0.692 -1.024
3 O -0.559 -0.472 2.373
4 O 1.542 -1.015 1.709
5 C -0.782 0.702 -2.114
6 C 0.484 -0.715 1.918
7 H -1.478 1.238 -1.315

Here are the Mulliken charges for atoms 1 to 4, given in e:
1. S -0.225
2. S -0.266
3. O -0.404
4. O -0.289

***

Entry from the Open Molecules 2025 dataset: 13 unconnected molecules or ions with the total composition C47H117N3O13 in a non-equilibrium geometry (ωB97M-V/def2-TZVPD).

Energy relative to the best compared isomer or geometry (same formula, charge and spin) = 152.9 kcal per mole
Gap between HOMO and LUMO = 7.965 eV
HOMO energy = -7.84 eV

Atoms and positions in Å:
1 O -15.705 8.870 -17.582
2 O -23.777 -6.907 -21.631
3 O -13.318 4.066 -23.113
4 O -19.058 -5.481 -17.505
5 O -11.800 0.151 -14.854
6 O -19.047 -1.549 -15.399
7 O -25.802 1.550 -25.725
8 O -22.552 12.821 -19.252
9 O -17.204 -4.468 -26.745
10 O -25.288 6.157 -14.148
11 O -26.942 1.545 -19.014
12 O -21.020 2.878 -23.411
13 O -15.123 8.671 -22.727
14 N -20.949 2.785 -21.984
15 N -25.942 0.958 -26.997
16 N -25.834 7.430 -14.138
17 C -24.152 8.757 -15.558
18 C -16.283 -3.894 -25.862
19 C -20.097 1.498 -19.992
20 C -20.982 4.111 -21.277
21 C -26.611 9.541 -15.396
22 C -26.116 1.056 -29.489
23 C -18.673 -5.721 -18.796
24 C -22.412 4.738 -21.463
25 C -27.404 2.759 -28.056
26 C -19.843 5.014 -21.761
27 C -24.914 2.793 -28.252
28 C -28.108 -0.270 -26.295
29 C -18.699 1.608 -22.028
30 C -25.721 -1.098 -25.844
31 C -23.305 -6.292 -22.805
32 C -25.664 8.288 -15.408
33 C -16.183 7.530 -17.493
34 C -17.134 -5.753 -18.846
35 C -26.584 10.218 -14.033
36 C -20.973 0.361 -22.116
37 C -15.450 10.743 -23.644
38 C -16.598 -4.088 -24.331
39 C -13.793 0.235 -16.398
40 C -20.154 1.616 -21.563
41 C -26.609 -1.076 -28.228
42 C -21.121 -1.226 -14.113
43 C -16.195 9.609 -22.938
44 C -20.879 3.842 -19.734
45 C -25.674 0.992 -19.007
46 C -13.065 0.671 -15.044
47 C -22.443 12.970 -20.646
48 C -22.095 -7.068 -23.251
49 C -19.862 2.824 -19.217
50 C -26.950 -0.193 -29.448
51 C -26.984 9.273 -12.841
52 C -19.615 -1.241 -14.171
53 C -26.082 7.997 -12.779
54 C -11.751 2.339 -22.997
55 C -25.802 -0.468 -19.080
56 C -16.420 7.176 -16.106
57 C -24.720 8.284 -12.100
58 C -26.842 6.965 -11.922
59 C -12.427 3.449 -22.255
60 C -26.208 7.392 -16.628
61 C -26.135 1.885 -28.142
62 C -21.790 11.680 -21.113
63 C -26.649 -0.349 -26.830
64 H -13.550 4.961 -22.853
65 H -19.317 -2.454 -15.571
66 H -13.722 0.321 -14.248
67 H -28.221 2.040 -27.986
68 H -24.873 3.420 -27.362
69 H -21.465 -0.825 -13.159
70 H -18.886 4.528 -21.572
71 H -21.004 0.964 -19.708
72 H -15.647 7.475 -15.398
73 H -21.597 -2.197 -14.255
74 H -26.981 9.836 -11.908
75 H -27.911 6.833 -12.087
76 H -25.596 10.589 -13.759
77 H -26.231 7.929 -17.576
78 H -25.576 6.509 -16.722
79 H -16.491 6.090 -16.047
80 H -14.628 11.132 -23.043
81 H -16.401 9.402 -17.189
82 H -13.152 1.737 -14.836
83 H -18.560 1.674 -23.107
84 H -16.162 -2.819 -25.994
85 H -23.219 4.205 -20.961
86 H -23.069 -5.258 -22.556
87 H -21.552 11.801 -22.170
88 H -20.224 3.367 -23.633
89 H -26.899 -0.708 -30.407
90 H -18.172 0.723 -21.672
91 H -17.620 -3.731 -27.199
92 H -16.800 -5.134 -24.101
93 H -16.972 9.058 -23.468
94 H -28.769 0.235 -27.000
95 H -15.415 6.889 -17.925
96 H -11.010 1.923 -22.315
97 H -27.237 7.079 -16.453
98 H -22.416 5.798 -21.208
99 H -22.400 -8.041 -23.636
100 H -27.402 3.360 -27.147
101 H -21.010 11.204 -20.518
102 H -25.130 1.286 -18.109
103 H -18.209 2.495 -21.628
104 H -25.133 0.696 -29.793
105 H -23.899 9.208 -16.518
106 H -14.733 0.784 -16.463
107 H -23.440 13.174 -21.037
108 H -21.878 13.831 -21.003
109 H -25.069 1.233 -19.880
110 H -27.615 3.485 -28.840
111 H -16.879 -5.939 -19.890
112 H -23.254 13.422 -18.989
113 H -19.106 -6.648 -19.172
114 H -11.480 0.428 -13.992
115 H -16.695 9.815 -21.992
116 H -21.352 -7.179 -22.461
117 H -19.757 5.955 -21.217
118 H -22.019 0.380 -21.811
119 H -19.174 -1.868 -13.396
120 H -16.615 -6.533 -18.290
121 H -13.901 -0.848 -16.349
122 H -23.895 8.152 -12.801
123 H -23.931 9.556 -14.851
124 H -26.417 5.962 -11.897
125 H -19.999 5.134 -22.833
126 H -28.175 0.283 -25.358
127 H -21.824 3.559 -19.270
128 H -22.697 4.605 -22.507
129 H -24.877 3.409 -29.151
130 H -22.518 10.872 -21.184
131 H -26.357 10.272 -16.164
132 H -21.634 -6.424 -24.001
133 H -24.077 -6.310 -23.575
134 H -28.508 -1.276 -26.166
135 H -17.363 7.609 -15.771
136 H -27.292 -1.924 -28.285
137 H -15.002 10.326 -24.546
138 H -12.869 3.143 -21.307
139 H -20.013 -5.542 -17.589
140 H -16.720 -4.771 -18.618
141 H -19.326 -0.231 -13.881
142 H -11.415 2.565 -24.009
143 H -26.523 -0.860 -18.363
144 H -24.666 -1.073 -26.117
145 H -17.504 -3.509 -24.152
146 H -18.848 3.217 -19.283
147 H -25.935 -2.166 -25.797
148 H -16.113 11.550 -23.955
149 H -27.174 2.060 -19.791
150 H -12.478 1.538 -23.127
151 H -26.441 1.615 -30.366
152 H -26.058 -0.706 -20.113
153 H -24.850 -0.981 -18.938
154 H -24.847 1.527 -25.627
155 H -23.445 7.964 -15.316
156 H -11.767 4.264 -21.958
157 H -19.928 2.699 -18.136
158 H -27.178 11.131 -14.081
159 H -15.858 -3.622 -23.679
160 H -19.336 0.780 -19.687
161 H -24.643 7.775 -11.140
162 H -17.016 7.313 -18.162
163 H -27.958 8.843 -13.075
164 H -13.159 0.541 -17.231
165 H -27.613 9.319 -15.762
166 H -15.288 -4.321 -25.989
167 H -24.167 -7.736 -21.918
168 H -20.562 -0.603 -21.816
169 H -24.514 9.304 -11.777
170 H -23.983 2.227 -28.277
171 H -27.998 0.100 -29.511
172 H -26.026 5.563 -14.306
173 H -20.679 4.789 -19.233
174 H -14.484 9.029 -22.108
175 H -25.725 -0.801 -24.796
176 H -19.188 -4.928 -19.339
177 H -25.618 -1.528 -28.278
178 H -20.945 0.387 -23.205
179 H -26.847 7.403 -10.923
180 H -21.572 -0.635 -14.910

Here are the Mulliken charges for atoms 1 to 4, given in e:
1. O -0.527
2. O -0.525
3. O -0.523
4. O -0.523

***

Q: Number 1 is which compound?
A: C20H20N6O

***

Q: The highest energy relative to the best compared isomer or geometry (same formula, charge and spin) belongs to which entry?
A: C47H117N3O13

***

Q: Look up the energy relative to the best compared isomer or geometry (same formula, charge and spin) of the second one.
A: 0.0 kcal per mole